# 1
Computed, not measured: a cluster of 2 separate species, C8H8ClN3 in total, with wB97M-V/def2-TZVPD.

## Properties
SMILES ... c1ccc2[nH]nnc2c1.C=CCl
Kohn-Sham gap ... 9.444 eV
ΔE to the lowest compared entry with this formula, charge and spin ... 365.8 kJ/mol
Electronic energy ... -934.0012 hartree

ORCA input file:
```
! RIJCOSX wB97M-V def2-TZVPD def2/J DEFGRID3
* xyz 0 1
C -2.365 1.261 0.245
C -1.262 2.172 0.339
C -2.199 -0.134 0.309
C 0.060 1.732 0.517
C -0.904 -0.563 0.663
C 0.202 0.373 0.865
C 3.075 -1.058 -0.934
C 3.421 -0.419 0.186
N -0.376 -1.711 1.098
N 1.202 -0.294 1.469
N 0.847 -1.501 1.641
Cl 3.167 1.241 0.334
H -3.323 1.586 0.130
H -1.372 3.244 0.055
H -2.939 -0.965 0.218
H 1.057 2.174 0.443
H 2.708 -0.536 -1.774
H 3.076 -2.130 -1.199
H -0.809 -2.586 1.362
H 3.993 -0.771 0.992
*
```


# 2
Computed, not measured: an isolated molecule of C10H19N3O4, with wB97M-V/def2-TZVPD.

## Properties
SMILES ... CC[C@H](C)[C@H](N)C(=O)N[C@@H](CC(N)=O)C(=O)O
Kohn-Sham gap ... 9.722 eV
ΔE to the lowest compared entry with this formula, charge and spin ... 397.0 kJ/mol
Electronic energy ... -857.6054 hartree

ORCA input file:
```
! RIJCOSX wB97M-V def2-TZVPD def2/J DEFGRID3
* xyz 0 1
C -0.937 -0.493 0.643
C 0.356 0.179 0.129
C -2.221 -0.590 -0.313
C -3.221 -1.845 -0.051
C -3.125 0.661 -0.419
C -2.519 1.730 -1.338
C 2.514 0.695 1.000
C 2.740 1.793 -0.025
C 3.345 -0.641 0.732
C 3.124 -1.660 -0.457
H -0.994 0.497 2.393
H -2.204 -0.493 2.323
H -0.317 -1.437 0.439
H -1.772 -0.834 -1.415
H -3.882 -1.854 0.871
H -2.632 -2.739 -0.111
H -3.934 -1.777 -0.939
H -4.022 0.153 -0.876
H -3.563 1.012 0.531
H -2.949 2.774 -1.382
H -2.590 1.517 -2.466
H -1.455 1.880 -1.100
H 0.853 0.269 2.075
H 3.055 1.177 1.893
H 4.358 -0.443 0.802
H 3.219 -1.223 1.702
H 2.756 -1.833 -2.291
H 1.747 -0.587 -1.568
H 2.133 3.363 -0.404
N -1.161 -0.461 2.107
N 1.093 0.479 1.163
N 2.185 -1.642 -1.476
O 0.532 0.517 -1.072
O 3.256 1.571 -1.107
O 3.953 -2.605 -0.411
O 2.280 2.891 0.418
*
```


# 3
Computed, not measured: a structure of composition C36H29IN8PPt, with wB97M-V/def2-TZVPD.

## Properties
<S²> ... 6.053
Kohn-Sham gap (spin up / spin down) ... 4.443 / 4.260 eV
ΔE to the lowest compared entry with this formula, charge and spin ... 0.0 kJ/mol
Electronic energy ... -2584.6732 hartree

ORCA input file:
```
! RIJCOSX wB97M-V def2-TZVPD def2/J DEFGRID3
* xyz 3 5
Pt 0.219 -0.111 -0.431
C 3.429 -3.347 -0.041
C 2.674 -2.287 -0.539
N 1.506 -1.972 0.002
C 1.063 -2.722 1.023
C 1.844 -3.750 1.518
N 3.025 -4.068 0.994
C -0.278 -2.376 1.576
C -0.962 -3.183 2.474
C -2.203 -2.781 2.958
C -2.716 -1.569 2.509
C -1.987 -0.805 1.607
N -0.803 -1.224 1.157
C -2.465 0.500 1.074
C -3.454 1.243 1.691
N -3.909 2.385 1.177
C -3.372 2.779 0.034
C -2.342 2.066 -0.581
N -1.886 0.940 -0.054
C -2.966 -3.634 3.936
C -2.532 -4.925 4.251
C -3.238 -5.710 5.158
N -4.292 -5.112 5.642
C -4.824 -3.935 5.463
C -4.122 -3.148 4.556
H 4.378 -3.609 -0.491
H 3.003 -1.703 -1.384
H 1.530 -4.340 2.370
H -0.509 -4.113 2.779
H -3.686 -1.211 2.816
H -3.885 0.936 2.637
H -3.753 3.692 -0.407
H -1.882 2.405 -1.499
H -1.655 -5.379 3.815
H -2.980 -6.719 5.460
H -5.724 -3.642 5.994
H -4.514 -2.157 4.384
N 0.116 1.495 -3.037
P 1.198 1.555 -1.723
C 2.857 1.673 -2.393
C 3.112 2.591 -3.415
C 4.401 2.745 -3.894
C 5.443 2.011 -3.335
C 5.202 1.128 -2.295
C 3.906 0.958 -1.824
C 0.980 3.101 -0.834
C 0.311 4.186 -1.315
C 0.363 5.434 -0.661
C 1.198 5.599 0.473
C 1.906 4.564 0.982
C 1.806 3.169 0.441
C -0.521 0.292 -3.353
C -1.100 0.093 -4.606
C -1.703 -1.115 -4.873
C -1.724 -2.113 -3.897
C -1.145 -1.841 -2.687
N -0.558 -0.658 -2.414
H 0.294 2.084 -3.839
H 2.319 3.202 -3.835
H 4.599 3.446 -4.693
H 6.451 2.144 -3.705
H 6.020 0.581 -1.846
H 3.723 0.301 -0.985
H -0.263 4.109 -2.234
H -0.196 6.272 -1.052
H 1.284 6.579 0.924
H 2.561 4.711 1.832
H 2.822 2.811 0.218
H -1.061 0.876 -5.351
H -2.152 -1.288 -5.843
H -2.178 -3.075 -4.081
H -1.124 -2.573 -1.890
I 2.685 1.157 2.645
C 1.224 2.213 1.524
H 0.633 1.444 1.011
H 0.576 2.726 2.230
*
```


# 4
Computed, not measured: an isolated molecule of C4H10N2O, with wB97M-V/def2-TZVPD.

## Properties
SMILES ... CN(C=O)CCN
Kohn-Sham gap ... 10.005 eV
ΔE to the lowest compared entry with this formula, charge and spin ... 107.1 kJ/mol
Electronic energy ... -343.1607 hartree

ORCA input file:
```
! RIJCOSX wB97M-V def2-TZVPD def2/J DEFGRID3
* xyz 0 1
C -0.953 -1.467 -1.083
N -0.208 -0.949 -0.082
C -0.662 -1.116 1.296
C 0.986 -0.187 -0.359
C 0.918 1.267 0.139
N -0.024 2.046 -0.659
O -1.977 -2.106 -0.942
H -0.522 -1.301 -2.085
H -1.110 -0.193 1.663
H -1.443 -1.870 1.278
H 0.195 -1.377 1.908
H 1.090 -0.115 -1.438
H 1.853 -0.652 0.119
H 1.918 1.701 0.036
H 0.671 1.299 1.210
H -0.971 1.997 -0.298
H 0.239 3.023 -0.701
*
```


# 5
Computed, not measured: a structure of composition C21H47AuOP3Se, with wB97M-V/def2-TZVPD.

## Properties
<S²> ... 2.052
Kohn-Sham gap (spin up / spin down) ... 6.922 / 3.564 eV
ΔE to the lowest compared entry with this formula, charge and spin ... 3.7 kJ/mol
Electronic energy ... -4463.6549 hartree

ORCA input file:
```
! RIJCOSX wB97M-V def2-TZVPD def2/J DEFGRID3
* xyz 3 3
Au -0.289 -1.101 -1.913
P 0.131 1.364 0.929
P -2.437 -0.470 -1.314
P 2.033 -1.028 -1.604
H -1.214 -2.185 -4.235
C -0.562 -2.853 -3.682
C -0.714 -3.129 -2.280
H -1.664 -3.450 -1.825
C 0.376 3.057 0.244
C -1.051 1.813 2.272
C 1.636 1.311 1.993
C -3.627 -1.233 -2.454
C -2.920 -0.975 0.352
C -2.722 1.311 -1.428
C 2.812 -2.078 -2.852
C 2.612 -1.633 0.018
C 2.702 0.635 -1.865
H 0.076 -3.532 -4.252
H 0.211 -3.514 -1.822
H 0.480 3.768 1.074
H -0.490 3.327 -0.373
H 1.277 3.075 -0.380
H -0.663 2.681 2.819
H -1.166 0.962 2.959
H -2.024 2.072 1.838
H 1.630 2.185 2.662
H 2.543 1.335 1.374
H 1.614 0.388 2.588
H -4.647 -0.912 -2.195
H -3.551 -2.326 -2.398
H -3.392 -0.918 -3.479
H -3.968 -1.295 0.317
H -2.826 -0.139 1.055
H -2.308 -1.802 0.729
H -3.794 1.480 -1.608
H -2.143 1.748 -2.255
H -2.435 1.819 -0.496
H 3.886 -1.859 -2.875
H 2.355 -1.876 -3.825
H 2.658 -3.132 -2.601
H 3.715 -1.611 0.010
H 2.271 -2.670 0.176
H 2.226 -1.009 0.842
H 3.736 0.523 -2.220
H 2.702 1.215 -0.931
H 2.113 1.176 -2.623
C 0.045 1.953 -5.350
C -0.262 0.590 -5.192
C 0.339 -0.374 -5.996
C 1.207 0.017 -7.018
C 1.547 1.364 -7.163
C 0.977 2.330 -6.332
Se -0.822 3.299 -4.292
H 0.457 3.605 -3.608
H -0.975 0.299 -4.421
H 0.104 -1.428 -5.856
H 1.624 -0.740 -7.677
H 2.221 1.660 -7.965
H 1.252 3.376 -6.449
C -1.678 -1.875 4.276
C -0.240 -1.613 3.881
O 0.023 -1.784 2.478
C -0.132 -3.132 1.993
C 0.886 -4.102 2.550
H -2.398 -1.317 3.668
H -1.778 -1.545 5.312
H -1.917 -2.943 4.240
H 0.419 -2.283 4.454
H 0.034 -0.572 4.109
H -1.144 -3.479 2.249
H -0.061 -3.083 0.897
H 0.689 -4.274 3.609
H 0.787 -5.063 2.040
H 1.914 -3.749 2.428
*
```


# 6
Computed, not measured: an isolated molecule of C2H8Si, with wB97M-V/def2-TZVPD.

## Properties
SMILES ... CC[SiH3]
Kohn-Sham gap ... 11.967 eV
ΔE to the lowest compared entry with this formula, charge and spin ... 67.3 kJ/mol
Electronic energy ... -370.4356 hartree

ORCA input file:
```
! RIJCOSX wB97M-V def2-TZVPD def2/J DEFGRID3
* xyz 0 1
C -1.350 -0.135 0.531
C -0.316 0.007 -0.642
Si 1.495 0.194 -0.048
H -0.847 -0.947 1.015
H -1.536 0.757 1.113
H -2.364 -0.379 0.187
H -0.584 0.746 -1.426
H -0.476 -0.935 -1.294
H 2.507 1.332 -0.421
H 2.218 -1.102 -0.389
H 1.253 0.461 1.373
*
```


# 7
Computed, not measured: a structure of composition C12H30CsN2O4S, with wB97M-V/def2-TZVPD.

## Properties
Kohn-Sham gap ... 4.472 eV
ΔE to the lowest compared entry with this formula, charge and spin ... 70.3 kJ/mol
Electronic energy ... -1304.0439 hartree

ORCA input file:
```
! RIJCOSX wB97M-V def2-TZVPD def2/J DEFGRID3
* xyz -1 1
Cs 10.057 -12.681 8.566
S 12.635 -10.172 8.431
O 12.924 -11.547 7.873
O 12.857 -9.131 7.413
O 11.172 -10.153 8.802
O 13.521 -10.009 9.608
C 7.442 -9.650 8.572
C 7.233 -10.672 7.464
N 6.699 -10.120 6.210
C 5.273 -9.833 6.297
C 4.887 -8.665 7.203
C 6.934 -11.043 5.111
C 6.739 -10.395 3.737
H 6.761 -9.791 9.415
H 7.291 -8.640 8.197
H 8.471 -9.684 8.942
H 8.204 -11.064 7.168
H 6.593 -11.524 7.769
H 4.926 -9.565 5.298
H 4.718 -10.757 6.564
H 5.017 -8.829 8.267
H 5.410 -7.777 6.846
H 3.821 -8.455 7.049
H 6.296 -11.946 5.212
H 7.963 -11.400 5.191
H 7.405 -10.852 3.005
H 6.962 -9.333 3.823
H 5.723 -10.517 3.359
C 11.040 -15.653 9.988
C 9.511 -15.733 10.110
N 8.796 -14.595 10.687
C 9.382 -13.999 11.892
C 9.415 -14.929 13.116
C 7.397 -15.005 10.822
C 6.492 -13.940 11.394
H 11.423 -16.658 9.817
H 11.466 -15.312 10.934
H 11.396 -15.006 9.192
H 9.170 -15.948 9.089
H 9.314 -16.642 10.707
H 10.350 -13.514 11.745
H 8.692 -13.190 12.141
H 8.446 -15.400 13.277
H 10.181 -15.695 12.992
H 9.645 -14.337 14.002
H 7.329 -15.963 11.363
H 7.055 -15.233 9.806
H 5.449 -14.133 11.140
H 6.735 -12.963 10.975
H 6.572 -13.882 12.481
*
```


# 8
Computed, not measured: the ion C8H8NO2 with charge -1, with wB97M-V/def2-TZVPD.

## Properties
SMILES ... CC(=O)/C=C(\[O-])[C@H]1C[C@H]1C#N
Kohn-Sham gap ... 7.266 eV
ΔE to the lowest compared entry with this formula, charge and spin ... 307.5 kJ/mol
Electronic energy ... -514.7908 hartree

ORCA input file:
```
! RIJCOSX wB97M-V def2-TZVPD def2/J DEFGRID3
* xyz -1 1
C 0.663 -0.335 0.926
C -2.123 -1.485 -0.253
C 0.216 1.050 0.657
C 1.692 -0.922 0.170
C -1.538 0.826 -1.006
C -2.210 -0.088 -0.086
C -1.272 0.948 0.455
C 2.938 -0.208 0.099
N -2.371 -2.607 -0.338
O 1.484 -2.089 -0.190
O 0.877 2.029 0.082
H -0.534 0.492 -1.324
H -1.994 1.703 -1.550
H -3.313 0.092 0.093
H -2.058 1.553 0.949
H 2.891 0.679 -0.675
H 3.815 -0.990 -0.001
H 3.101 0.235 1.023
H -0.266 -0.883 0.968
*
```


Values for max |F|, eV Å⁻¹, ordered as above
3.4, 5.5, 0.7, 0.9, 2.7, 2.5, 1.4, 4.5